{
  "formula": "CH2N4O2",
  "method": "ωB97M-V/def2-TZVPD",
  "symbols": ["N", "N", "C", "O", "N", "N", "O", "H", "H"],
  "positions_angstrom": [[1.769, 0.213, 0.336], [0.820, -0.855, -0.136], [-0.255, -0.342, -0.355], [-1.350, -1.203, -0.103], [-2.540, -0.372, 0.347], [-2.020, 0.779, 0.043], [-0.740, 0.893, -0.295], [1.644, 1.069, -0.104], [2.672, -0.183, 0.267]],
  "mulliken_charge": [-0.424, -0.226, 0.533, -0.264, 0.014, 0.035, -0.129, 0.218, 0.245],
  "total_energy_ev": -11118.4551,
  "homo_ha": -0.346,
  "charge": 0,
  "smiles": "NN=c1onno1",
  "de_lowest_kcal_mol": 119.1,
  "e_lumo_ha": -0.0080,
  "max_force_ev_per_a": 8.839
}

{
  "formula": "C3H4N2OS",
  "method": "ωB97M-V/def2-TZVPD",
  "symbols": ["S", "C", "N", "C", "C", "N", "O", "H", "H", "H", "H"],
  "positions_angstrom": [[-3.079, -0.391, -0.022], [-1.424, -0.421, -0.111], [-0.679, 0.694, -0.295], [0.722, 0.734, 0.199], [1.279, -0.569, -0.162], [0.637, -1.678, -0.125], [-0.739, -1.642, 0.120], [-1.220, 1.512, -0.291], [1.355, 1.552, -0.224], [0.787, 0.907, 1.297], [2.360, -0.698, -0.388]],
  "mulliken_charge": [-0.332, 0.203, -0.189, -0.310, -0.033, -0.337, -0.152, 0.246, 0.298, 0.250, 0.354],
  "total_energy_ev": -19036.4979,
  "homo_ha": -0.323,
  "charge": 0,
  "smiles": "S=C1NCC=NO1",
  "de_lowest_kcal_mol": 58.8,
  "e_lumo_ha": 0.0130,
  "max_force_ev_per_a": 2.350
}

{
  "formula": "C32H56F6N3O7",
  "method": "ωB97M-V/def2-TZVPD",
  "symbols": ["C", "C", "C", "C", "C", "C", "C", "C", "C", "C", "O", "C", "O", "C", "C", "C", "C", "O", "C", "F", "F", "F", "O", "C", "C", "C", "N", "C", "C", "C", "C", "O", "C", "N", "O", "C", "C", "C", "F", "F", "F", "H", "H", "H", "H", "H", "H", "H", "H", "H", "H", "H", "H", "H", "H", "H", "H", "H", "H", "H", "H", "H", "H", "H", "H", "H", "H", "H", "H", "H", "H", "H", "H", "H", "H", "H", "H", "H", "H", "H", "H", "H", "H", "C", "N", "C", "C", "C", "C", "O", "H", "H", "H", "H", "H", "H", "H", "H", "H", "H", "H", "H", "H", "H"],
  "positions_angstrom": [[0.459, -2.046, -1.281], [1.355, -1.236, -1.389], [2.254, 0.015, -1.482], [1.686, 1.154, -2.479], [1.697, 0.359, -3.907], [0.280, -0.225, -4.307], [-0.599, 0.783, -5.191], [-1.677, 0.043, -6.080], [-2.838, -0.478, -5.114], [-2.966, -2.058, -5.246], [-2.387, -2.680, -4.069], [-3.294, -2.776, -3.034], [-4.311, -2.118, -2.936], [-2.999, -3.821, -1.909], [-2.084, -4.831, -2.040], [2.727, 2.322, -2.709], [3.676, 2.720, -1.516], [3.577, 4.130, -1.205], [5.199, 2.493, -1.950], [5.416, 1.170, -2.356], [5.999, 2.635, -0.802], [5.617, 3.366, -2.928], [0.319, 1.472, -2.325], [-0.125, 2.366, -1.347], [0.448, 2.279, 0.112], [0.157, 0.944, 0.921], [-0.653, 1.293, 2.150], [0.227, 1.184, 3.356], [1.337, 2.307, 3.421], [-1.733, 0.310, 2.318], [-1.500, -1.257, 2.379], [-2.873, 0.719, 2.378], [-0.031, 3.923, -1.775], [-0.156, 4.136, -3.218], [-0.870, 4.765, -0.968], [-0.960, 6.112, -1.447], [0.423, 6.876, -1.596], [-1.708, 2.077, -1.228], [-2.446, 2.669, -2.244], [-1.988, 0.698, -1.337], [-2.264, 2.481, -0.041], [-0.283, -2.804, -0.931], [2.454, 0.387, -0.442], [3.259, -0.275, -1.922], [1.985, 1.061, -4.756], [2.461, -0.472, -3.901], [-0.302, -0.678, -3.460], [0.494, -1.093, -5.018], [-1.052, 1.593, -4.551], [0.110, 1.318, -5.905], [-2.091, 0.798, -6.822], [-1.176, -0.756, -6.695], [-3.800, 0.032, -5.400], [-2.552, -0.178, -4.058], [-2.396, -2.434, -6.137], [-4.053, -2.297, -5.408], [-3.592, -3.742, -0.964], [-2.175, -5.721, -1.352], [-1.282, -4.856, -2.819], [2.272, 3.285, -3.098], [3.430, 2.010, -3.548], [3.562, 2.163, -0.551], [4.459, 4.532, -1.104], [1.566, 2.468, 0.196], [-0.011, 3.122, 0.720], [1.148, 0.556, 1.331], [-0.281, 0.100, 0.325], [0.764, 0.178, 3.406], [-0.370, 1.255, 4.319], [2.284, 2.004, 2.870], [0.993, 3.320, 3.056], [1.673, 2.472, 4.496], [-0.421, -1.447, 2.645], [-1.772, -1.742, 1.390], [-2.183, -1.683, 3.174], [1.043, 4.211, -1.515], [-1.114, 4.311, -3.521], [0.504, 4.825, -3.575], [-1.558, 6.207, -2.410], [-1.573, 6.677, -0.676], [1.219, 6.381, -0.976], [0.267, 7.967, -1.382], [0.784, 6.813, -2.674], [-1.758, -4.498, 5.884], [-0.425, -5.041, 6.356], [-0.336, -6.490, 5.938], [-0.357, -4.962, 7.856], [0.742, -4.295, 5.702], [0.841, -2.814, 6.044], [-0.325, -2.118, 5.628], [-2.531, -5.219, 6.159], [-1.966, -3.560, 6.390], [-1.726, -4.377, 4.803], [-1.155, -7.036, 6.404], [0.622, -6.888, 6.272], [-0.414, -6.540, 4.852], [-0.484, -3.926, 8.165], [0.612, -5.343, 8.179], [-1.162, -5.569, 8.269], [0.616, -4.424, 4.624], [1.655, -4.805, 6.017], [1.701, -2.387, 5.518], [0.992, -2.658, 7.116], [-0.223, -1.192, 5.888]],
  "mulliken_charge": [0.981, -1.936, -0.707, 1.359, -1.643, 0.143, -0.389, -1.103, 0.267, -0.822, -0.322, 0.719, -0.565, -0.316, -0.703, -1.504, 0.301, -0.450, 0.543, -0.242, -0.268, -0.222, 0.419, 1.163, -1.491, -0.829, 0.304, -0.284, -1.170, 0.382, -0.528, -0.560, -1.106, -0.151, -0.330, -0.324, -0.878, 0.105, -0.341, -0.084, -0.277, 0.322, 0.308, 0.867, 0.518, 0.338, -0.457, 0.595, -0.113, 0.437, 0.365, 0.457, 0.553, -0.338, 0.435, 0.313, 0.365, 0.251, 0.294, 0.123, 0.845, -0.092, 0.424, -0.074, 1.046, 0.735, -0.111, 0.132, 0.503, 0.193, 0.241, 0.419, 0.144, 0.069, 0.283, 0.413, 0.340, 0.271, 0.249, 0.400, 0.163, 0.395, 0.228, -0.908, -0.077, -0.882, -0.868, -0.606, -0.539, -0.408, 0.387, 0.390, 0.390, 0.392, 0.394, 0.386, 0.364, 0.353, 0.388, 0.404, 0.363, 0.405, 0.443, 0.236],
  "total_energy_ev": -69187.1992,
  "homo_ha": -0.399,
  "charge": 1,
  "e_lumo_ha": -0.0999,
  "max_force_ev_per_a": 3.259
}

{
  "formula": "C22H34O17",
  "method": "ωB97M-V/def2-TZVPD",
  "symbols": ["O", "C", "C", "O", "H", "H", "H", "H", "C", "C", "C", "O", "C", "O", "O", "H", "H", "H", "H", "H", "H", "C", "C", "C", "O", "C", "O", "O", "H", "H", "H", "H", "H", "H", "C", "C", "C", "O", "C", "O", "O", "H", "H", "H", "H", "H", "H", "C", "C", "C", "O", "C", "O", "O", "H", "H", "H", "H", "H", "H", "C", "C", "C", "O", "C", "O", "O", "H", "H", "H", "H", "H", "H"],
  "positions_angstrom": [[-1.815, 0.306, -1.247], [-0.906, 0.339, -0.234], [-1.103, -0.675, 0.902], [-2.223, -0.716, 1.643], [-0.840, 1.365, 0.227], [0.121, 0.135, -0.675], [-0.184, -0.516, 1.587], [-0.891, -1.709, 0.503], [0.953, -6.291, 1.424], [0.244, -5.323, 2.324], [-0.823, -4.390, 1.727], [-1.904, -4.512, 2.690], [-1.625, -5.435, 3.612], [-2.338, -5.722, 4.525], [-0.446, -6.048, 3.355], [0.275, -6.989, 0.932], [1.714, -6.849, 1.973], [1.512, -5.770, 0.642], [0.977, -4.667, 2.804], [-1.122, -4.633, 0.711], [-0.526, -3.348, 1.821], [3.353, 0.251, 1.811], [2.862, 0.383, 0.400], [2.538, 1.801, -0.075], [3.337, 1.964, -1.252], [4.076, 0.866, -1.490], [4.803, 0.735, -2.427], [3.910, -0.040, -0.511], [3.892, -0.689, 1.936], [2.556, 0.257, 2.556], [4.021, 1.063, 2.117], [2.014, -0.290, 0.260], [2.869, 2.525, 0.671], [1.481, 1.918, -0.303], [1.359, 1.672, -3.624], [1.049, 0.202, -3.793], [-0.416, -0.255, -3.778], [-0.594, -0.897, -5.063], [0.501, -0.787, -5.813], [0.615, -1.186, -6.937], [1.477, -0.146, -5.148], [1.001, 1.983, -2.639], [0.920, 2.310, -4.389], [2.434, 1.838, -3.651], [1.657, -0.400, -3.117], [-1.184, 0.472, -3.593], [-0.520, -1.033, -3.027], [-1.046, 0.280, 5.804], [-0.474, 0.706, 4.483], [-1.272, 1.764, 3.743], [-0.266, 2.611, 3.170], [0.885, 2.428, 3.837], [1.873, 3.086, 3.693], [0.789, 1.399, 4.700], [-0.353, -0.344, 6.367], [-1.975, -0.267, 5.633], [-1.298, 1.142, 6.428], [-0.285, -0.139, 3.816], [-1.913, 2.324, 4.433], [-1.891, 1.343, 2.942], [-2.873, 3.940, -1.644], [-2.133, 3.042, -2.597], [-3.007, 2.151, -3.471], [-2.321, 2.158, -4.732], [-1.484, 3.206, -4.780], [-0.875, 3.559, -5.745], [-1.436, 3.846, -3.592], [-3.266, 3.396, -0.787], [-3.766, 4.382, -2.107], [-2.236, 4.774, -1.348], [-1.414, 2.415, -2.059], [-4.016, 2.555, -3.577], [-3.006, 1.173, -2.978]],
  "mulliken_charge": [-0.707, 0.791, 0.624, -0.975, -0.156, -0.684, -0.357, -0.196, -1.473, 0.531, 0.145, -0.311, 0.665, -0.590, -0.384, 0.363, 0.346, 0.388, 0.215, 0.257, -0.170, -1.494, 0.982, 0.202, -0.404, 0.628, -0.601, -0.460, 0.347, 0.171, 0.411, -0.041, 0.310, -0.111, -1.091, 0.828, 0.355, -0.435, 0.594, -0.639, -0.472, -0.001, 0.328, 0.358, 0.065, -0.307, 0.274, -1.683, 1.172, -0.389, -0.315, 0.703, -0.619, -0.439, 0.357, 0.392, 0.398, -0.180, 0.285, 0.226, -1.677, 2.289, -0.881, -0.350, 0.660, -0.607, -0.467, 0.381, 0.395, 0.360, -0.942, 0.431, 0.380],
  "total_energy_ev": -58173.2332,
  "homo_ha": -0.017,
  "charge": -2,
  "de_lowest_kcal_mol": 0.0,
  "e_lumo_ha": 0.1509,
  "max_force_ev_per_a": 1.646
}